[1]
Formula: C4H6Cl2
Source: OMol25
Level of theory: the ωB97M-V functional and the def2-TZVPD basis

Structure (XYZ):
```
12
C4H6Cl2 the ωB97M-V functional and the def2-TZVPD basis
C -0.03 1.04 -1.06
C -0.53 2.27 -1.00
C 0.68 -1.43 1.35
C -0.10 -1.85 0.37
H 0.30 0.57 -1.98
H -0.86 2.71 -0.07
H -0.61 2.85 -1.91
H 1.73 -1.68 1.43
H -1.15 -1.59 0.32
H 0.31 -2.47 -0.42
Cl 0.15 0.02 0.33
Cl 0.12 -0.44 2.66
```

The calculation puts the energy at -1076.05992 Eh. The value obtained for the relative energy (zero: lowest compared OMol25 entry of this formula, charge and spin) is 846.0 kJ/mol. The HOMO-LUMO gap comes out at 0.2632 Eh. The HOMO energy comes out at -6.469 eV. The maximum force comes out at 0.277 Eh/bohr.

[2]
Formula: C10H22N2O5
Source: OMol25
Level of theory: the ωB97M-V functional and the def2-TZVPD basis

Structure (XYZ):
```
39
C10H22N2O5 the ωB97M-V functional and the def2-TZVPD basis
C 1.34 4.79 2.47
C 0.96 3.70 1.47
C -0.55 3.45 1.38
C -1.15 2.98 2.70
C -0.91 2.50 0.21
N -2.31 2.56 -0.23
C -0.54 1.03 0.49
O 0.43 0.68 1.11
O -1.39 0.16 -0.06
H 0.81 5.73 2.26
H 2.41 5.01 2.42
H 1.11 4.50 3.50
H 1.45 2.76 1.73
H 1.33 3.98 0.48
H -1.02 4.42 1.11
H -1.05 3.74 3.48
H -2.23 2.77 2.62
H -0.66 2.07 3.04
H -0.30 2.78 -0.66
H -2.47 3.35 -0.84
H -2.93 2.67 0.57
H -2.09 0.70 -0.48
C 0.71 -5.83 -0.74
C 1.26 -4.53 -1.32
O 1.92 -4.75 -2.55
C 0.15 -3.48 -1.52
N -0.65 -3.86 -2.68
C 0.78 -2.10 -1.58
O 1.49 -1.64 -0.72
O 0.47 -1.41 -2.70
H 1.50 -6.58 -0.70
H -0.11 -6.20 -1.38
H 0.32 -5.68 0.27
H 2.02 -4.11 -0.64
H 1.26 -5.18 -3.12
H -0.49 -3.48 -0.63
H -0.24 -3.45 -3.52
H -1.59 -3.47 -2.62
H 0.94 -0.56 -2.63
```

The calculation puts the energy at -879.99013 Eh. The value obtained for the relative energy (zero: lowest compared OMol25 entry of this formula, charge and spin) is 0.0 kJ/mol. The HOMO-LUMO gap comes out at 0.3622 Eh. The HOMO energy comes out at -9.394 eV. The maximum force comes out at 0.017 Eh/bohr. Its SMILES is CC[C@H](C)[C@H](N)C(=O)O.C[C@@H](O)[C@H](N)C(=O)O.

[3]
Formula: C31H39IrN6O4SSi2
Source: OMol25
Level of theory: the ωB97M-V functional and the def2-TZVPD basis

Structure (XYZ):
```
84
C31H39IrN6O4SSi2 the ωB97M-V functional and the def2-TZVPD basis
Ir 0.40 0.24 0.03
O -3.77 -4.70 3.10
N -3.08 -4.09 3.89
O -3.05 -4.27 5.08
C -2.22 -2.99 3.34
C -1.61 -2.22 4.26
C -0.78 -1.13 3.87
C -0.14 -0.29 4.81
C 0.59 0.77 4.35
C 0.73 0.97 2.98
N 0.20 0.15 2.08
C -0.58 -0.87 2.53
C -1.25 -1.68 1.54
N -1.05 -1.33 0.24
C -1.64 -2.03 -0.71
C -2.44 -3.13 -0.43
C -2.64 -3.51 0.87
C -2.07 -2.75 1.92
H -1.76 -2.45 5.30
H -0.24 -0.50 5.87
H 1.08 1.46 5.04
H 1.27 1.82 2.60
H -1.45 -1.71 -1.73
H -2.88 -3.69 -1.24
H -3.23 -4.38 1.10
O -4.80 2.32 -3.90
C -3.93 2.02 -4.97
N -2.70 1.63 -4.30
C -1.71 0.99 -4.97
O -1.77 0.71 -6.15
C -0.52 0.56 -4.15
C 0.57 0.00 -4.81
C 1.64 -0.46 -4.06
C 1.58 -0.37 -2.68
N 0.53 0.16 -2.04
C -0.49 0.62 -2.78
H -5.62 2.68 -4.26
H -3.76 2.88 -5.62
H -4.27 1.18 -5.58
H -2.54 2.07 -3.41
H 0.55 -0.06 -5.89
H 2.51 -0.89 -4.53
H 2.38 -0.75 -2.06
H -1.31 1.05 -2.22
C 4.62 -1.49 -0.56
Si 3.36 -0.90 0.68
C 4.19 -0.52 2.30
C 2.19 -2.37 0.91
C 2.40 0.70 0.21
Si 3.22 2.03 -0.92
C 4.41 1.38 -2.20
C 1.87 3.02 -1.77
C 4.13 3.14 0.27
H 5.00 -2.46 -0.21
H 5.47 -0.81 -0.65
H 4.20 -1.65 -1.56
H 4.73 -1.41 2.66
H 3.47 -0.24 3.07
H 4.92 0.29 2.19
H 2.78 -3.28 0.99
H 1.50 -2.50 0.07
H 1.60 -2.30 1.83
H 2.42 1.25 1.16
H 4.03 0.53 -2.77
H 5.36 1.09 -1.74
H 4.63 2.18 -2.91
H 1.63 2.61 -2.76
H 2.22 4.04 -1.92
H 0.95 3.07 -1.18
H 4.87 2.59 0.86
H 3.45 3.64 0.96
H 4.66 3.91 -0.28
S -1.25 2.11 0.15
C -2.55 1.44 1.10
N -3.46 0.64 0.48
C -4.48 0.03 1.11
C -4.66 0.21 2.45
C -3.79 1.07 3.12
C -2.75 1.68 2.45
H -3.38 0.55 -0.53
H -5.13 -0.58 0.49
H -5.48 -0.29 2.96
H -3.94 1.26 4.18
H -2.09 2.36 2.96
```

The calculation puts the energy at -2915.21559 Eh. The value obtained for the relative energy (zero: lowest compared OMol25 entry of this formula, charge and spin) is 97.0 kJ/mol. The HOMO-LUMO gap (alpha / beta) comes out at 0.2341 / 0.2327 Eh. The HOMO energy (alpha / beta) comes out at -13.575 / -13.446 eV. The maximum force comes out at 0.029 Eh/bohr. The charge is +2.

What is the energy in the second record? -879.99013 Eh